3 unconnected molecules or ions with the total composition C14H39N4P in a non-equilibrium geometry. Source: the OMol25 dataset; level of theory: ωB97M-V/def2-TZVPD.

Computed properties:
- SMILES: CCN(CC)CC.CCN(CC)CC.CNCPN
- HOMO: -8.2 eV
- Gap between HOMO and LUMO: 0.326 Eh

```
! wB97M-V def2-TZVPD RIJCOSX def2/J DEFGRID3
* xyz 0 1
C -3.086 2.681 3.862
N -3.930 1.614 4.545
C -5.166 1.258 3.748
P -6.667 2.398 4.188
N -6.225 3.995 3.502
H -1.947 2.329 3.827
H -3.447 2.958 2.780
H -3.075 3.660 4.540
H -4.287 2.077 5.413
H -5.468 0.154 4.086
H -4.979 1.177 2.578
H -7.869 1.897 3.529
H -5.500 3.841 2.762
H -5.724 4.551 4.256
C -0.577 4.350 0.637
C 0.474 3.584 -0.159
N 0.757 2.243 0.359
C 1.952 1.632 -0.232
C 1.922 1.326 -1.726
C -0.392 1.348 0.507
C -1.218 1.047 -0.740
H -0.302 4.415 1.696
H -0.666 5.371 0.251
H -1.565 3.887 0.561
H 1.397 4.180 -0.119
H 0.167 3.555 -1.213
H 2.197 0.712 0.312
H 2.802 2.301 -0.043
H 1.307 0.450 -1.946
H 2.935 1.097 -2.075
H 1.557 2.168 -2.319
H -1.064 1.773 1.263
H -0.063 0.399 0.949
H -1.422 1.939 -1.336
H -2.185 0.625 -0.446
H -0.730 0.306 -1.376
C 3.622 -2.949 -4.306
C 3.284 -2.739 -2.834
N 2.066 -3.426 -2.396
C 1.601 -2.997 -1.074
C 2.502 -3.292 0.121
C 2.013 -4.869 -2.638
C 3.110 -5.730 -2.021
H 2.784 -2.659 -4.950
H 4.485 -2.333 -4.582
H 3.884 -3.989 -4.521
H 3.149 -1.658 -2.692
H 4.152 -3.028 -2.227
H 0.609 -3.424 -0.881
H 1.434 -1.913 -1.110
H 2.470 -4.347 0.400
H 2.155 -2.724 0.992
H 3.542 -3.007 -0.058
H 2.020 -5.037 -3.722
H 1.038 -5.258 -2.316
H 4.106 -5.295 -2.142
H 3.124 -6.711 -2.509
H 2.934 -5.908 -0.959
*
```